(1)
{
  "formula": "C6H15BrOSi",
  "method": "ωB97M-V with the def2-TZVPD basis set",
  "spin_multiplicity": 1,
  "e_homo_ev": -9.3,
  "energy_ha": -3176.24442,
  "elements": ["C", "C", "C", "C", "C", "C", "O", "Si", "Br", "H", "H", "H", "H", "H", "H", "H", "H", "H", "H", "H", "H", "H", "H", "H"],
  "positions_angstrom": [[-0.3100, -1.5332, 1.2543], [-1.7896, -2.3787, -0.5691], [1.4842, 1.6770, 1.4892], [-0.8886, 2.3419, -0.8093], [-0.3898, -1.7939, -0.3130], [1.2232, 0.2071, -1.1489], [-0.4508, -0.6386, -1.0610], [0.9275, 1.9712, -0.3073], [2.7144, -0.9282, -0.8522], [-0.7689, -0.5784, 1.4994], [-0.7629, -2.3371, 1.7548], [0.8027, -1.6148, 1.7514], [-2.3955, -1.8711, 0.2255], [-1.5733, -3.4600, -0.5826], [-2.1065, -2.0801, -1.5970], [0.6178, 1.9833, 2.1832], [1.4932, 0.6227, 1.6304], [2.3862, 2.2262, 1.8087], [-1.2412, 1.3822, -1.2420], [-1.6374, 2.6055, -0.0321], [-0.9810, 3.1841, -1.5213], [0.4286, -2.4006, -0.5804], [1.3068, 0.5328, -2.1743], [1.9108, 2.8806, -0.8063]],
  "atomic_forces_ev_per_a": [[3.68, 0.06, -0.38], [1.01, 0.22, -0.49], [-2.35, 1.73, 0.76], [-0.17, 0.09, 0.15], [-1.40, 1.22, 2.10], [-2.88, 0.40, 0.16], [4.41, 2.66, -0.72], [-0.62, -1.96, 1.34], [-0.44, 0.16, 0.26], [-0.05, -0.01, 0.09], [-1.12, -0.98, 0.69], [-2.39, 0.68, -1.56], [-0.17, -1.30, -0.90], [-1.24, 0.17, 0.62], [0.05, -0.25, 0.89], [1.26, -0.11, -0.80], [0.68, -0.89, 0.19], [-0.36, -0.53, -0.24], [0.13, 0.75, 0.00], [0.80, -0.29, 0.01], [0.30, -0.59, 0.04], [0.85, -1.09, -0.64], [-0.47, -0.78, -0.71], [0.50, 0.64, -0.86]],
  "mulliken_charge": [-1.30, -1.25, -0.83, -0.95, 0.46, -0.30, -0.54, 0.51, -0.07, 0.33, 0.49, 0.17, 0.34, 0.31, 0.34, 0.28, 0.16, 0.33, 0.27, 0.34, 0.33, 0.43, 0.36, -0.23]
}

(2)
{
  "formula": "C6H15Cl2FN2O5PS",
  "method": "ωB97M-V with the def2-TZVPD basis set",
  "spin_multiplicity": 1,
  "e_homo_ev": -13.5,
  "total_charge": 1,
  "energy_ha": -2482.92175,
  "elements": ["C", "S", "O", "O", "N", "C", "C", "N", "P", "O", "O", "O", "C", "C", "F", "H", "H", "H", "H", "H", "H", "H", "H", "H", "H", "H", "H", "H", "C", "Cl", "Cl", "H", "H"],
  "positions_angstrom": [[-1.7685, 0.5203, -0.5595], [-0.3754, 1.5847, -0.5400], [0.5585, 1.2013, -1.5426], [-0.8036, 2.9420, -0.5648], [0.4665, 1.4565, 1.0643], [-0.2376, 0.6582, 2.1197], [0.1264, -0.8224, 2.1283], [0.7761, -1.3040, 0.8814], [1.3333, -2.8923, 1.2139], [0.2481, -3.7591, 1.6488], [2.0732, -3.3581, -0.0988], [2.5275, -2.8182, 2.2575], [1.9304, -0.4638, 0.4529], [1.8821, 0.9739, 0.9035], [2.4480, 1.1552, 2.1257], [-1.5062, -0.5272, -0.6560], [-2.3058, 0.8649, -1.4518], [-2.4120, 0.6974, 0.2960], [0.5158, 2.4179, 1.4160], [-1.3079, 0.8124, 2.0651], [0.0658, 1.0846, 3.0695], [0.7654, -0.9975, 2.9953], [-0.7553, -1.4349, 2.2777], [1.9963, -2.7250, -0.8187], [2.2066, -2.6847, 3.1523], [2.8883, -0.8466, 0.8117], [2.0048, -0.4362, -0.6305], [2.3944, 1.6000, 0.1807], [-3.0980, 1.5646, -4.8244], [-3.6292, 0.9441, -6.3780], [-3.2165, 0.3208, -3.5514], [-2.0626, 1.8727, -4.9020], [-3.7284, 2.3985, -4.5416]],
  "atomic_forces_ev_per_a": [[-0.20, -0.12, 0.58], [-0.80, 1.21, -2.60], [0.36, -0.67, 0.63], [-0.16, -0.11, 1.00], [0.14, -0.43, 0.46], [-0.19, -0.21, 0.63], [0.28, -0.32, -0.26], [0.94, 0.51, 0.42], [-0.89, -1.58, -0.29], [-0.32, 0.40, 0.22], [0.19, 0.66, 0.17], [0.29, 0.67, -0.49], [0.05, -0.09, 0.02], [0.20, -0.27, -0.23], [-0.08, 0.03, 0.28], [0.27, -0.05, 0.02], [0.27, 0.03, 0.01], [-0.02, 0.06, 0.07], [-0.11, 0.16, -0.32], [-0.06, 0.18, -0.35], [0.09, 0.15, 0.04], [0.12, 0.10, 0.10], [-0.18, 0.02, -0.02], [0.06, -0.20, -0.35], [0.04, -0.30, 0.37], [0.08, 0.03, 0.21], [-0.23, -0.14, -0.10], [-0.05, 0.26, -0.01], [0.00, 0.12, -0.17], [0.01, 0.01, 0.02], [-0.07, -0.02, -0.13], [0.03, -0.07, 0.02], [-0.06, -0.05, 0.04]],
  "mulliken_charge": [-0.67, 1.27, -0.56, -0.61, -0.11, -1.01, -0.66, 0.25, 0.81, -0.66, -0.52, -0.46, -0.80, -0.37, -0.31, 0.47, 0.03, 0.34, 0.45, 0.33, 0.45, 0.52, 0.52, 0.38, 0.36, 0.43, 0.53, 0.53, -0.23, -0.12, -0.16, 0.27, 0.30]
}

(3)
{
  "formula": "C6H15Cl6N3O6",
  "method": "ωB97M-V with the def2-TZVPD basis set",
  "spin_multiplicity": 2,
  "e_homo_ev": [-1.0, -4.2],
  "total_charge": -1,
  "energy_ha": -3614.17699,
  "elements": ["C", "N", "O", "O", "H", "H", "H", "C", "N", "O", "O", "H", "H", "H", "C", "N", "O", "O", "H", "H", "H", "C", "Cl", "Cl", "H", "H", "C", "Cl", "Cl", "H", "H", "C", "Cl", "Cl", "H", "H"],
  "positions_angstrom": [[3.4458, -1.8278, 0.2559], [3.3740, -0.5145, -0.5172], [3.7045, 0.5044, 0.0452], [2.9625, -0.5718, -1.6457], [3.5439, -2.6471, -0.4562], [2.4409, -1.8047, 0.6777], [4.2652, -1.7400, 0.9694], [0.6959, 1.3600, -0.3231], [-0.5737, 1.9764, -0.0133], [-1.6372, 1.3376, -0.2508], [-0.6527, 3.1082, 0.5033], [1.0395, 0.6789, 0.4554], [1.5459, 2.0078, -0.5373], [0.6233, 0.7794, -1.2428], [-3.9471, -1.3357, 0.3568], [-3.8266, -2.7562, -0.1210], [-4.9095, -3.3776, -0.0736], [-2.7063, -3.1430, -0.4734], [-3.2742, -1.1796, 1.2000], [-5.0004, -1.2351, 0.6186], [-3.6276, -0.6721, -0.4467], [4.9953, 2.3206, -2.8454], [3.3658, 2.7939, -2.4994], [6.1102, 3.5869, -2.2807], [5.2570, 1.4538, -2.2385], [5.1149, 2.1348, -3.9128], [-4.2411, 3.4258, 1.5589], [-4.4009, 1.7694, 2.2650], [-5.8304, 4.0622, 0.8552], [-3.9715, 4.0561, 2.4063], [-3.4520, 3.4275, 0.8069], [-0.2600, -3.6411, 1.3429], [1.3315, -4.2026, 1.9929], [-0.0366, -1.9522, 0.9636], [-0.4719, -4.2941, 0.4962], [-0.9964, -3.8884, 2.1076]],
  "atomic_forces_ev_per_a": [[-0.39, 1.13, -0.50], [0.71, -0.64, 0.32], [0.29, 0.00, 0.31], [-0.25, -0.15, -0.80], [0.03, 0.24, 0.11], [0.35, -0.54, 0.49], [-0.36, -0.08, 0.00], [0.12, -0.19, -0.73], [1.35, -0.69, -0.86], [-1.70, -2.05, -0.59], [0.62, 2.74, 1.36], [-0.07, -0.26, 0.53], [-0.43, 0.69, 0.49], [-0.46, -0.24, 0.01], [-0.05, -0.11, -0.18], [-0.49, 0.36, 0.46], [2.51, -0.02, -0.61], [-2.19, -0.28, 0.36], [-0.02, -0.11, -0.13], [0.35, 0.28, 0.00], [0.04, -0.01, 0.07], [0.39, -0.27, 0.43], [-0.66, 0.07, -0.13], [0.37, 0.15, -0.28], [-0.25, -0.03, -0.29], [0.12, 0.16, 0.24], [-0.40, -0.14, 0.37], [-0.13, 0.74, -0.53], [1.22, -0.57, 0.52], [-0.24, 0.04, -0.33], [-0.18, -0.26, -0.12], [0.75, -0.92, 0.24], [-0.12, -0.47, 0.14], [-0.94, 0.12, -0.15], [0.08, 0.62, -0.23], [0.05, 0.71, 0.01]],
  "mulliken_charge": [-0.33, 0.82, -0.47, -0.48, 0.28, -0.05, 0.26, -0.71, 0.69, -0.70, -0.82, 0.05, 0.19, 0.35, -0.68, 0.85, -0.55, -0.52, 0.23, 0.36, 0.30, -0.12, -0.08, -0.20, 0.09, 0.31, -0.12, -0.16, -0.21, 0.28, 0.18, -0.37, -0.22, -0.07, 0.29, 0.33]
}

(4)
{
  "formula": "C6H15ClNO",
  "method": "ωB97M-V with the def2-TZVPD basis set",
  "spin_multiplicity": 1,
  "e_homo_ev": -15.3,
  "total_charge": 1,
  "energy_ha": -827.48910,
  "elements": ["C", "C", "C", "C", "C", "C", "N", "O", "Cl", "H", "H", "H", "H", "H", "H", "H", "H", "H", "H", "H", "H", "H", "H", "H"],
  "positions_angstrom": [[0.1955, -1.6311, -2.2339], [0.0408, 0.1064, 2.3820], [0.9465, 1.6339, 0.7886], [-0.1180, -0.3812, -1.4289], [0.2168, -0.6426, 0.0241], [-1.4262, 1.2260, 0.5701], [-0.0021, 0.5670, 0.9696], [-2.3830, 0.3070, 0.4065], [-1.7423, 2.5936, 1.8046], [1.1756, -2.0467, -1.8941], [-0.5328, -2.4704, -1.9062], [0.1524, -1.2631, -3.2962], [-0.7225, -0.6240, 2.4593], [1.0367, -0.3221, 2.6811], [-0.2904, 0.9501, 3.0786], [1.1019, 1.9093, -0.2152], [0.4087, 2.5122, 1.3071], [1.9725, 1.2959, 1.1105], [-1.1581, -0.0753, -1.3885], [0.5147, 0.3776, -1.9720], [-0.4536, -1.3877, 0.4822], [1.1875, -0.9673, 0.1876], [-1.0789, 1.8605, -0.2333], [-2.9417, 0.2103, 1.1109]],
  "atomic_forces_ev_per_a": [[-1.15, -1.22, 0.68], [0.02, 1.13, 1.24], [1.05, 1.50, 1.57], [1.00, 0.65, 0.14], [-1.99, 1.01, 0.78], [1.54, 1.02, 2.02], [-1.17, -0.77, -0.51], [2.60, 0.91, -3.15], [-0.72, -1.33, -0.58], [-0.42, 0.58, -0.87], [0.87, 1.28, -1.28], [0.11, -1.44, 0.88], [-0.56, -1.03, 0.28], [-0.99, 0.58, -0.58], [0.92, -1.06, -1.05], [-0.30, 0.11, -1.52], [2.16, -1.10, -0.45], [-1.22, 0.68, 0.38], [-0.09, -0.18, -1.06], [-0.64, -0.09, 1.27], [0.16, 0.04, -0.64], [2.05, -0.44, 0.31], [-0.86, -0.61, -1.00], [-2.37, -0.24, 3.15]],
  "mulliken_charge": [-1.20, -0.89, -0.82, -0.12, -0.97, -0.28, -0.07, -0.41, -0.10, 0.32, 0.29, 0.35, 0.44, 0.36, 0.38, 0.38, 0.38, 0.34, 0.41, 0.25, 0.34, 0.68, 0.56, 0.37]
}

(5)
{
  "formula": "C6H15F3MnNO2",
  "method": "ωB97M-V with the def2-TZVPD basis set",
  "spin_multiplicity": 6,
  "e_homo_ev": [-5.1, -5.1],
  "total_charge": -1,
  "energy_ha": -1893.27031,
  "elements": ["Mn", "F", "F", "F", "C", "O", "C", "C", "N", "C", "C", "O", "C", "H", "H", "H", "H", "H", "H", "H", "H", "H", "H", "H", "H", "H", "H", "H"],
  "positions_angstrom": [[-1.7171, 0.6518, -1.0033], [-2.2213, 0.9719, -4.1034], [-4.6235, -0.5665, -1.0104], [-2.1821, 3.5487, -0.3220], [1.3079, 2.3740, -1.8460], [1.1588, 1.1931, -1.0705], [1.9735, 0.0746, -1.3473], [1.6133, -0.9887, -0.3641], [0.2358, -1.5477, -0.5760], [-0.3054, -2.1855, 0.6265], [-0.6881, -1.3880, 1.8808], [-0.8311, 0.0159, 1.5544], [-1.0619, 0.6790, 2.7820], [0.5650, 2.3872, -2.6435], [2.2970, 2.5212, -2.2798], [1.1210, 3.2671, -1.2498], [3.0240, 0.2984, -1.1615], [1.8054, -0.4049, -2.3116], [1.7505, -0.6568, 0.6650], [2.3182, -1.8148, -0.4579], [0.1417, -2.1672, -1.3680], [0.3575, -3.0186, 0.8598], [-1.2026, -2.7659, 0.4111], [0.0875, -1.4758, 2.6417], [-1.5408, -1.8359, 2.3910], [-1.0580, 1.7563, 2.6162], [-0.2585, 0.5274, 3.5029], [-2.0668, 0.5496, 3.1840]],
  "atomic_forces_ev_per_a": [[-1.40, 1.06, -0.83], [0.78, -0.27, 1.50], [1.66, 0.30, 0.40], [0.65, -1.81, -0.12], [-0.22, 0.63, -0.66], [-0.40, -0.10, 0.24], [-0.41, -0.05, 0.52], [-0.76, -1.50, 0.25], [-0.66, 2.23, 1.16], [-0.59, -1.74, -0.29], [1.38, 0.74, -0.67], [-0.46, -1.39, 0.51], [-0.32, 2.15, -0.09], [0.04, -0.09, -0.20], [0.24, -0.49, 0.02], [-0.19, -0.35, 0.42], [0.21, 0.25, -0.45], [0.12, 0.65, -0.62], [-0.55, 0.25, -0.01], [0.34, -0.15, -0.20], [0.27, 0.03, -0.02], [0.49, 0.05, 0.83], [-0.24, 0.40, -0.88], [0.46, 0.23, -0.04], [-0.58, 0.30, -0.47], [0.19, 0.06, -0.53], [-0.08, -0.58, 0.09], [0.05, -0.83, 0.13]],
  "mulliken_charge": [1.40, -0.84, -0.84, -0.84, -0.83, -0.22, -0.54, -0.78, -0.12, -1.03, -0.54, -0.12, -0.96, 0.34, 0.31, 0.28, 0.38, 0.32, 0.32, 0.45, 0.24, 0.37, 0.35, 0.43, 0.46, 0.32, 0.34, 0.34]
}

(6)
{
  "formula": "C6H15FeN2O3",
  "method": "ωB97M-V with the def2-TZVPD basis set",
  "spin_multiplicity": 5,
  "e_homo_ev": [-11.5, -11.5],
  "total_charge": 1,
  "energy_ha": -1835.98359,
  "elements": ["Fe", "O", "H", "C", "O", "N", "C", "C", "H", "H", "H", "H", "H", "H", "H", "C", "O", "N", "C", "C", "H", "H", "H", "H", "H", "H", "H"],
  "positions_angstrom": [[4.1709, -0.7956, -0.9821], [2.8185, -0.6780, -0.4890], [2.1840, -0.1809, 0.0632], [-0.9152, 1.8663, -0.5865], [-0.0329, 2.2610, 0.1954], [-0.7757, 0.8582, -1.5035], [-1.6767, 0.8374, -2.6754], [0.4302, -0.0136, -1.5173], [-1.8664, 2.4197, -0.5527], [-1.0427, 1.2385, -3.4662], [-2.5848, 1.4302, -2.5653], [-2.0476, -0.1581, -2.9193], [0.8581, -0.2200, -0.5362], [0.0895, -1.0104, -1.7975], [1.2911, 0.2983, -2.1086], [-0.2221, -1.2487, 3.2053], [-0.9952, -0.7361, 3.9638], [-0.0762, -0.7909, 1.9409], [0.7717, -1.3699, 0.9419], [-0.8755, 0.4001, 1.5304], [0.3974, -2.1105, 3.4980], [0.3241, -1.5130, -0.0416], [1.1319, -2.3152, 1.3480], [1.5708, -0.6376, 0.8269], [-0.0347, 1.0453, 1.2756], [-1.4731, 0.1867, 0.6442], [-1.4197, 0.9368, 2.3075]],
  "atomic_forces_ev_per_a": [[15.53, -1.44, -5.73], [-12.56, 1.34, 4.24], [0.65, 0.54, -0.52], [1.90, 1.73, 0.02], [-0.75, 0.40, -2.72], [0.01, 0.12, 0.67], [0.79, -0.15, 0.07], [-0.98, 0.67, -0.01], [-0.15, -0.55, -0.51], [-0.59, -0.10, -0.57], [0.39, 0.34, 0.39], [0.42, -0.18, 0.07], [-1.58, 1.82, -1.45], [0.08, 0.07, -0.66], [-0.47, 0.41, -0.68], [-0.05, -0.36, -0.11], [-0.41, 0.13, 1.01], [-1.93, -0.31, -0.39], [-1.09, -0.56, 2.56], [2.15, -0.99, 0.95], [0.20, -0.07, -0.22], [-0.27, -0.73, 1.03], [0.49, 0.07, -0.15], [-0.87, -0.86, 1.86], [-0.86, -0.30, 0.28], [-0.06, -0.21, 0.43], [0.00, -0.82, 0.16]],
  "mulliken_charge": [1.45, -0.86, 0.46, -0.05, -0.60, 0.31, -0.94, -0.58, 0.37, 0.37, 0.32, 0.28, -0.70, 0.56, 0.41, 0.14, -0.53, 0.24, -1.22, -1.11, 0.27, 0.50, 0.37, 0.38, 0.53, 0.40, 0.26]
}